# 1
Formula: C19H56NO19S
Source: the OMol25 dataset
Level of theory: ωB97M-V/def2-TZVPD

Properties
orbital gap = 7.575 eV
E = -71826.93491 eV
lowest unoccupied orbital energy = 1.43 eV
net charge = -1
molar mass = 634.71 g/mol
HOMO = -6.14 eV

The geometry in XYZ format:
```
96
Properties=species:S:1:pos:R:3:lowdin_charge:R:1
C -4.59 -0.61 -4.18 0.05
N -3.48 0.02 -3.36 -0.32
C -3.09 1.21 -4.23 0.02
C -3.98 0.42 -2.01 0.01
C -2.24 -0.75 -3.20 -0.10
C -2.36 -2.06 -2.38 -0.31
O -1.17 -2.66 -2.38 -0.02
H -4.30 -0.88 -5.07 0.06
H -5.21 0.13 -4.50 0.09
H -5.03 -1.20 -3.63 0.04
H -2.32 1.66 -3.61 0.10
H -3.71 2.10 -4.25 0.12
H -2.88 0.79 -5.11 0.06
H -3.20 0.82 -1.43 0.07
H -4.44 -0.36 -1.45 0.08
H -4.93 1.25 -2.08 0.18
H -1.39 -0.01 -2.89 0.16
H -1.81 -1.20 -4.25 0.20
H -3.09 -2.57 -2.79 0.06
H -2.81 -1.96 -1.29 0.17
H -0.67 -2.20 -1.67 0.03
S 0.05 -0.13 0.05 0.33
O 0.11 -1.46 -0.55 -0.32
O 0.75 -0.08 1.29 -0.30
O 0.65 0.90 -0.82 -0.31
O -1.29 0.19 0.31 -0.28
C 3.82 0.24 1.34 -0.23
C 5.41 0.33 1.55 -0.22
O 6.15 1.16 0.64 -0.07
O 3.03 -0.66 2.09 -0.08
H 3.86 -0.04 0.20 0.13
H 3.31 1.29 1.28 0.13
H 5.80 -0.65 1.34 0.09
H 5.71 0.65 2.62 0.14
H 6.02 0.97 -0.24 0.03
H 2.15 -0.38 1.88 -0.03
C 0.04 -1.08 4.82 -0.16
C -0.87 -1.33 6.12 -0.22
O -0.19 -1.18 7.36 -0.03
O -0.76 -1.04 3.63 -0.06
H 0.72 -1.98 4.89 0.13
H 0.66 -0.19 4.89 0.11
H -1.18 -2.24 5.86 0.05
H -1.82 -0.90 6.01 0.10
H -0.73 -1.51 8.05 0.06
H -0.43 -0.74 2.83 0.02
C 0.68 -3.76 1.83 -0.26
C -0.79 -4.05 2.29 -0.24
O -1.09 -3.83 3.67 -0.13
O 0.76 -3.91 0.45 -0.07
H 1.49 -4.27 2.39 0.11
H 1.24 -2.67 2.08 0.16
H -1.23 -5.04 2.03 0.11
H -1.52 -3.55 1.59 0.12
H -1.32 -2.82 3.74 0.09
H 0.61 -3.00 0.28 0.00
C 1.16 3.01 2.16 -0.36
C 1.77 4.20 2.95 -0.25
O 1.84 5.53 2.35 -0.10
O 1.02 1.95 2.91 -0.01
H 1.89 3.04 1.24 0.14
H 0.16 3.55 1.79 0.15
H 2.83 4.00 3.21 0.11
H 1.39 4.32 3.99 0.12
H 1.00 5.96 2.59 0.07
H 0.73 1.30 2.27 0.03
C -3.88 0.51 2.16 -0.26
C -3.75 1.93 1.70 -0.26
O -2.43 2.14 1.26 -0.11
O -3.72 -0.39 1.13 0.06
H -4.89 0.41 2.67 0.13
H -3.26 0.46 3.06 0.12
H -4.08 2.64 2.40 0.09
H -4.39 2.16 0.69 0.14
H -1.99 1.43 0.70 0.01
H -3.00 -0.23 0.87 -0.16
C 2.41 2.90 -2.60 -0.21
C 1.54 2.29 -3.71 -0.21
O 0.21 1.95 -3.22 -0.11
O 2.71 1.96 -1.56 -0.08
H 1.98 3.88 -2.23 0.12
H 3.44 3.31 -2.99 0.14
H 1.90 1.39 -4.26 0.12
H 1.37 2.87 -4.51 0.06
H 0.36 1.44 -2.41 0.01
H 1.91 1.68 -1.23 -0.07
C 3.65 -1.94 -3.84 -0.21
C 2.49 -1.40 -3.18 -0.19
O 2.16 -2.19 -1.96 -0.08
O 4.07 -1.11 -4.96 -0.05
H 3.54 -2.85 -4.49 0.13
H 4.66 -2.15 -3.35 0.14
H 1.54 -1.49 -3.71 0.12
H 2.58 -0.33 -2.86 0.12
H 1.39 -1.85 -1.53 -0.03
H 4.62 -1.45 -5.52 -0.04
```


# 2
Formula: C19H56O9
Source: the OMol25 dataset
Level of theory: ωB97M-V/def2-TZVPD

Properties
orbital gap = 9.530 eV
E = -39034.21483 eV
lowest unoccupied orbital energy = 0.33 eV
net charge = 0
molar mass = 428.65 g/mol
HOMO = -9.20 eV

The geometry in XYZ format:
```
84
Properties=species:S:1:pos:R:3:lowdin_charge:R:1
C -2.18 2.46 -3.00 -0.05
C -3.34 1.61 -2.39 -0.40
C -4.10 0.87 -3.51 -0.06
O -2.91 0.68 -1.36 -0.07
H -1.94 3.40 -2.49 0.08
H -2.49 2.80 -3.99 0.07
H -1.31 1.92 -3.38 0.06
H -3.99 2.40 -2.03 0.13
H -4.38 1.43 -4.40 0.08
H -4.96 0.42 -3.02 0.08
H -3.61 -0.02 -3.88 0.07
H -2.13 0.26 -1.71 0.05
C 1.19 -0.32 0.46 -0.06
C -0.34 -0.38 0.30 -0.32
O -1.05 0.74 0.76 -0.07
H 1.66 0.19 -0.38 0.05
H 1.67 -1.29 0.33 0.07
H 1.42 0.09 1.44 0.07
H -0.70 -1.24 0.87 0.10
H -0.54 -0.49 -0.76 0.08
H -1.90 0.75 0.31 0.04
C 3.82 2.09 2.55 -0.06
C 4.76 0.89 2.68 -0.30
O 5.59 0.84 1.55 -0.11
H 3.17 2.28 3.41 0.08
H 3.36 2.10 1.56 0.05
H 4.39 3.01 2.47 0.08
H 4.22 -0.05 2.62 0.11
H 5.54 0.84 3.44 0.12
H 6.01 -0.02 1.67 0.09
C 3.82 2.34 -2.74 -0.09
C 3.98 1.94 -1.28 -0.29
O 5.28 2.52 -0.85 -0.10
H 3.99 3.37 -3.04 0.08
H 2.76 2.26 -3.00 0.06
H 4.50 1.67 -3.26 0.07
H 4.18 0.87 -1.21 0.09
H 3.15 2.31 -0.69 0.09
H 5.40 2.16 0.04 0.02
C 0.73 -1.58 -4.89 -0.08
C 0.79 -0.83 -3.54 -0.29
O -0.55 -0.46 -3.45 -0.12
H 0.66 -0.90 -5.74 0.08
H -0.08 -2.31 -4.98 0.08
H 1.62 -2.19 -5.04 0.06
H 1.47 0.02 -3.51 0.11
H 0.88 -1.53 -2.71 0.11
H -0.84 -0.32 -4.35 0.07
C -0.39 -0.87 4.34 -0.07
C -0.97 -1.68 5.55 -0.31
O -0.02 -2.65 5.94 -0.07
H -0.83 0.12 4.32 0.07
H -0.66 -1.39 3.42 0.05
H 0.69 -0.78 4.46 0.07
H -1.89 -2.18 5.24 0.10
H -1.22 -0.91 6.28 0.10
H -0.50 -3.47 6.07 0.08
C -4.05 2.00 3.19 -0.08
C -5.44 1.96 2.63 -0.35
O -6.02 0.70 2.78 -0.10
H -4.02 1.79 4.26 0.08
H -3.70 3.00 2.98 0.07
H -3.38 1.28 2.71 0.05
H -5.56 2.12 1.55 0.11
H -6.10 2.66 3.14 0.11
H -5.58 0.18 2.10 0.00
C -3.94 -2.14 2.41 -0.10
C -4.41 -1.98 1.00 -0.27
O -4.88 -0.62 0.87 -0.08
H -3.55 -3.15 2.54 0.08
H -4.80 -1.98 3.05 0.09
H -3.08 -1.51 2.65 0.06
H -5.14 -2.77 0.90 0.11
H -3.62 -2.28 0.31 0.11
H -4.33 -0.09 0.29 0.07
C 4.22 -2.87 -1.41 -0.07
C 4.43 -2.16 -2.76 -0.30
O 5.74 -2.52 -3.19 -0.08
H 4.67 -2.30 -0.60 0.06
H 4.71 -3.84 -1.37 0.07
H 3.15 -2.97 -1.21 0.06
H 4.34 -1.09 -2.63 0.09
H 3.71 -2.50 -3.51 0.10
H 5.74 -2.67 -4.14 0.08
```


# 3
Formula: C19H57Ag3N13O10
Source: the OMol25 dataset
Level of theory: ωB97M-V/def2-TZVPD

Properties
orbital gap = 7.403 eV
E = -72467.79167 eV
lowest unoccupied orbital energy = -3.96 eV
net charge = +1
molar mass = 951.35 g/mol
HOMO = -11.36 eV

The geometry in XYZ format:
```
102
Properties=species:S:1:pos:R:3:lowdin_charge:R:1
Ag 0.03 1.57 -3.47 0.79
Ag 0.36 -2.98 -1.79 0.80
Ag -2.99 2.26 -1.64 0.77
O -0.63 2.35 -1.27 -0.46
C -0.13 1.32 -0.45 -0.36
C -0.32 -0.13 -0.94 -0.36
O 0.08 -0.47 -2.26 -0.46
H -0.49 1.44 0.58 0.10
H 0.95 1.49 -0.41 0.08
H -1.34 -0.53 -0.84 0.06
H 0.26 -0.78 -0.29 0.07
C -5.69 -1.49 -1.02 -0.04
C -5.02 -0.09 -0.97 -0.39
C -4.60 0.26 0.44 -0.20
O -4.12 1.59 0.61 -0.24
C -3.72 1.86 1.93 -0.09
N -3.85 -0.08 -1.87 0.02
H -6.24 -1.77 -1.92 0.08
H -6.39 -1.64 -0.19 0.09
H -4.97 -2.30 -0.87 0.06
H -5.74 0.63 -1.35 0.14
H -3.83 -0.45 0.76 0.13
H -5.44 0.12 1.13 0.14
H -3.23 2.84 1.87 0.08
H -2.97 1.17 2.34 0.09
H -4.53 1.86 2.66 0.10
H -3.25 -0.86 -1.60 0.04
H -4.11 -0.41 -2.80 0.07
C 2.24 -0.42 2.87 -0.06
C 3.04 -1.04 1.71 -0.44
C 3.99 0.07 1.19 -0.20
O 4.66 -0.40 0.05 -0.22
C 5.67 0.46 -0.44 -0.09
N 3.77 -2.18 2.22 0.04
H 1.77 0.53 2.61 0.06
H 2.89 -0.28 3.73 0.09
H 1.46 -1.12 3.17 0.07
H 2.33 -1.36 0.94 0.10
H 4.56 0.39 2.07 0.14
H 3.36 0.94 1.01 0.10
H 5.42 1.52 -0.52 0.09
H 5.81 0.23 -1.50 0.09
H 6.64 0.25 0.00 0.10
H 4.42 -1.96 2.96 0.08
H 4.38 -2.45 1.45 0.07
C -0.65 -4.83 2.41 -0.04
C -0.83 -4.07 1.11 -0.42
C -1.81 -2.86 1.21 -0.22
O -3.08 -3.07 1.77 -0.17
C -3.81 -4.15 1.19 -0.08
N 0.47 -3.69 0.54 0.03
H -0.55 -4.15 3.26 0.09
H 0.18 -5.54 2.52 0.09
H -1.57 -5.37 2.64 0.08
H -1.39 -4.65 0.38 0.12
H -1.95 -2.49 0.18 0.08
H -1.27 -2.08 1.75 0.13
H -4.78 -4.22 1.68 0.10
H -3.34 -5.13 1.26 0.08
H -3.92 -3.91 0.13 0.07
H 1.02 -3.19 1.23 0.07
H 0.98 -4.56 0.43 0.09
C -2.57 -3.06 -3.15 -0.68
O -2.19 -3.63 -2.12 -0.04
N -3.40 -3.70 -4.01 0.18
N -2.05 -1.90 -3.59 0.15
H -3.79 -3.18 -4.78 0.10
H -3.77 -4.59 -3.71 0.12
H -2.45 -1.46 -4.41 0.10
H -1.34 -1.37 -3.07 0.04
C -0.54 5.59 0.24 -0.70
O -0.36 6.71 0.68 0.03
N -0.37 5.14 -1.00 0.15
N -1.05 4.56 0.98 0.14
H -0.49 4.14 -1.17 0.02
H 0.16 5.65 -1.69 0.12
H -1.40 4.68 1.92 0.10
H -0.98 3.68 0.48 0.05
C 2.63 3.76 2.92 -0.66
O 3.60 3.33 2.28 -0.01
N 1.35 3.50 2.54 0.17
N 2.74 4.52 4.02 0.17
H 0.55 3.91 2.97 0.09
H 1.32 3.25 1.56 0.06
H 3.66 4.74 4.37 0.12
H 1.98 4.61 4.68 0.11
C 3.17 -2.14 -3.09 -0.70
O 4.10 -2.90 -3.34 0.05
N 1.97 -2.14 -3.72 0.11
N 3.17 -1.28 -2.04 0.17
H 1.91 -2.57 -4.63 0.11
H 1.27 -1.44 -3.50 0.02
H 3.98 -1.24 -1.43 0.08
H 2.45 -0.57 -2.04 0.07
C 3.43 4.39 -1.35 -0.68
O 3.27 4.79 -2.50 0.01
N 4.59 4.59 -0.69 0.16
N 2.55 3.66 -0.60 0.17
H 5.41 4.82 -1.23 0.11
H 4.71 4.43 0.30 0.08
H 1.65 3.37 -0.93 0.05
H 2.95 3.33 0.25 0.04
```


What did the second record say?
Formula: C19H56O9
Source: the OMol25 dataset
Level of theory: ωB97M-V/def2-TZVPD

Properties
orbital gap = 9.530 eV
E = -39034.21483 eV
lowest unoccupied orbital energy = 0.33 eV
net charge = 0
molar mass = 428.65 g/mol
HOMO = -9.20 eV

The geometry in XYZ format:
```
84
Properties=species:S:1:pos:R:3:lowdin_charge:R:1
C -2.18 2.46 -3.00 -0.05
C -3.34 1.61 -2.39 -0.40
C -4.10 0.87 -3.51 -0.06
O -2.91 0.68 -1.36 -0.07
H -1.94 3.40 -2.49 0.08
H -2.49 2.80 -3.99 0.07
H -1.31 1.92 -3.38 0.06
H -3.99 2.40 -2.03 0.13
H -4.38 1.43 -4.40 0.08
H -4.96 0.42 -3.02 0.08
H -3.61 -0.02 -3.88 0.07
H -2.13 0.26 -1.71 0.05
C 1.19 -0.32 0.46 -0.06
C -0.34 -0.38 0.30 -0.32
O -1.05 0.74 0.76 -0.07
H 1.66 0.19 -0.38 0.05
H 1.67 -1.29 0.33 0.07
H 1.42 0.09 1.44 0.07
H -0.70 -1.24 0.87 0.10
H -0.54 -0.49 -0.76 0.08
H -1.90 0.75 0.31 0.04
C 3.82 2.09 2.55 -0.06
C 4.76 0.89 2.68 -0.30
O 5.59 0.84 1.55 -0.11
H 3.17 2.28 3.41 0.08
H 3.36 2.10 1.56 0.05
H 4.39 3.01 2.47 0.08
H 4.22 -0.05 2.62 0.11
H 5.54 0.84 3.44 0.12
H 6.01 -0.02 1.67 0.09
C 3.82 2.34 -2.74 -0.09
C 3.98 1.94 -1.28 -0.29
O 5.28 2.52 -0.85 -0.10
H 3.99 3.37 -3.04 0.08
H 2.76 2.26 -3.00 0.06
H 4.50 1.67 -3.26 0.07
H 4.18 0.87 -1.21 0.09
H 3.15 2.31 -0.69 0.09
H 5.40 2.16 0.04 0.02
C 0.73 -1.58 -4.89 -0.08
C 0.79 -0.83 -3.54 -0.29
O -0.55 -0.46 -3.45 -0.12
H 0.66 -0.90 -5.74 0.08
H -0.08 -2.31 -4.98 0.08
H 1.62 -2.19 -5.04 0.06
H 1.47 0.02 -3.51 0.11
H 0.88 -1.53 -2.71 0.11
H -0.84 -0.32 -4.35 0.07
C -0.39 -0.87 4.34 -0.07
C -0.97 -1.68 5.55 -0.31
O -0.02 -2.65 5.94 -0.07
H -0.83 0.12 4.32 0.07
H -0.66 -1.39 3.42 0.05
H 0.69 -0.78 4.46 0.07
H -1.89 -2.18 5.24 0.10
H -1.22 -0.91 6.28 0.10
H -0.50 -3.47 6.07 0.08
C -4.05 2.00 3.19 -0.08
C -5.44 1.96 2.63 -0.35
O -6.02 0.70 2.78 -0.10
H -4.02 1.79 4.26 0.08
H -3.70 3.00 2.98 0.07
H -3.38 1.28 2.71 0.05
H -5.56 2.12 1.55 0.11
H -6.10 2.66 3.14 0.11
H -5.58 0.18 2.10 0.00
C -3.94 -2.14 2.41 -0.10
C -4.41 -1.98 1.00 -0.27
O -4.88 -0.62 0.87 -0.08
H -3.55 -3.15 2.54 0.08
H -4.80 -1.98 3.05 0.09
H -3.08 -1.51 2.65 0.06
H -5.14 -2.77 0.90 0.11
H -3.62 -2.28 0.31 0.11
H -4.33 -0.09 0.29 0.07
C 4.22 -2.87 -1.41 -0.07
C 4.43 -2.16 -2.76 -0.30
O 5.74 -2.52 -3.19 -0.08
H 4.67 -2.30 -0.60 0.06
H 4.71 -3.84 -1.37 0.07
H 3.15 -2.97 -1.21 0.06
H 4.34 -1.09 -2.63 0.09
H 3.71 -2.50 -3.51 0.10
H 5.74 -2.67 -4.14 0.08
```